22
Properties=species:S:1:pos:R:3:forces:R:3:mulliken_charge:R:1 method="wB97M-V/def2-TZVPD" energy_ha=-420.28768 spin_multiplicity=2 homo_ev="-14.54 / -14.76" total_charge=+1 de_lowest_kj_mol=654.4 homo_lumo_gap_ev="7.92 / 6.87" fmax_ev_per_a=3.4
C -0.705 -0.806 1.722 0.481 -0.275 -0.152 -1.23
C 0.445 -0.381 0.808 -0.810 0.759 -0.761 -0.22
C -0.132 0.383 -0.403 -0.973 -0.103 1.730 -0.90
N -0.769 -2.528 -0.930 0.059 0.160 -0.185 -0.38
C -1.374 -1.489 -1.677 -0.401 -1.018 1.348 -0.45
N -1.354 -0.206 -0.942 1.689 0.126 -2.949 0.09
H -1.278 0.046 2.092 -0.075 -0.013 -0.211 0.32
H -1.320 -1.528 1.193 -0.397 0.027 0.070 0.31
H -0.323 -1.325 2.589 0.164 -0.107 0.261 0.38
H 1.030 0.358 1.326 0.623 -0.024 0.112 0.47
H 1.057 -1.182 0.431 0.241 -0.449 0.334 0.31
H 0.563 0.631 -1.226 -0.041 -0.422 -0.145 0.40
H -0.473 1.358 -0.062 0.053 0.311 0.050 0.49
H -0.860 -3.398 -1.459 0.160 -0.046 -0.083 0.27
H -0.915 -1.294 -2.656 0.288 0.165 -0.127 0.43
H -2.409 -1.774 -1.890 -0.293 0.340 -0.032 0.39
H 2.049 2.190 0.383 1.073 -0.408 -0.691 0.39
H 3.596 2.337 -0.069 -0.170 0.005 0.068 0.31
O 2.835 1.743 -0.081 -0.281 0.043 0.051 -0.60
H -1.765 0.453 -1.608 -0.740 0.363 0.714 0.34
H 1.100 3.674 1.352 0.112 -0.041 -0.015 0.29
O 1.002 2.734 1.111 -0.761 0.609 0.614 -0.41